(1)
Formula: C32H46HfIN5O2Si
Source: the Open Molecules 2025 dataset
Level of theory: wB97M-V/def2-TZVPD

Each line ends with the Löwdin charge.
CARTESIAN COORDINATES (ANGSTROEM)
1 C 1.946 -3.217 -0.277  -0.291
2 H 1.311 4.671 0.551  0.058
3 C 1.356 2.637 -2.942  -0.075
4 I -5.095 -0.854 2.628  0.941
5 H 2.598 0.304 -2.215  0.075
6 C 0.640 4.641 -0.302  -0.079
7 H 3.401 -4.712 0.185  0.123
8 H 1.182 -0.678 -1.939  0.014
9 H -1.106 0.323 -2.055  0.024
10 H -0.576 0.869 -3.625  0.108
11 C 6.094 1.394 -0.350  -0.046
12 O -6.198 -4.755 -0.790  0.097
13 H 6.975 2.015 -0.437  0.118
14 N -5.486 -5.917 1.014  0.203
15 H -6.305 -6.504 0.990  0.134
16 H 2.367 2.886 -2.614  0.087
17 C 6.218 0.024 -0.167  -0.045
18 H 1.484 -0.413 1.988  0.032
19 C 0.393 -5.244 -1.259  -0.051
20 C 1.948 3.004 2.270  -0.076
21 C -2.992 -2.229 -0.878  -0.108
22 C -0.654 1.191 -2.584  -0.129
23 H -0.926 2.263 2.465  0.044
24 C 3.706 1.155 -0.334  -0.090
25 H -2.491 -0.331 2.912  0.045
26 C -5.379 -4.956 0.077  -0.484
27 C 1.532 0.268 -2.414  -0.123
28 C -1.484 3.913 -1.303  -0.102
29 H 7.199 -0.428 -0.111  0.118
30 H 4.716 3.021 -0.596  0.117
31 H -1.009 3.870 -2.278  0.065
32 H -1.868 4.929 -1.194  0.097
33 H 0.772 3.552 -2.971  0.063
34 O -1.937 0.178 0.486  -0.250
35 C -1.310 4.118 1.106  -0.100
36 C -2.078 -3.234 0.979  -0.119
37 H -0.722 4.168 2.018  0.069
38 C 1.617 -5.557 -0.679  -0.038
39 C 1.167 1.771 1.790  -0.595
40 C -3.283 0.268 2.481  -0.556
41 H 5.214 -1.845 0.064  0.110
42 H -3.115 -4.851 1.868  0.124
43 H 1.433 2.277 -3.972  0.098
44 C -0.101 1.592 2.656  -0.133
45 H 1.993 0.550 3.338  0.104
46 C -0.066 -3.934 -1.272  -0.134
47 H -1.407 1.965 -2.525  0.053
48 C 1.974 0.550 2.246  -0.122
49 H -0.206 -6.025 -1.710  0.117
50 H -1.034 -3.773 -1.733  0.089
51 H 2.998 0.508 1.900  0.071
52 N 2.630 -1.057 -0.065  0.004
53 C 0.664 -2.851 -0.752  -0.239
54 H 1.241 4.457 -1.188  0.062
55 H 0.175 1.691 3.709  0.110
56 N -2.006 -2.294 0.032  -0.109
57 N 2.943 -2.260 -0.006  0.077
58 H 1.392 0.067 -3.479  0.107
59 H -3.663 1.582 -0.581  0.129
60 H -0.479 0.567 2.553  0.034
61 H 0.216 5.644 -0.407  0.105
62 H -2.916 -1.453 -1.633  0.124
63 Hf -0.138 -0.886 -0.038  1.766
64 H 2.734 1.616 -0.421  0.051
65 C 2.407 -4.529 -0.200  -0.003
66 C -3.130 -4.126 1.068  0.018
67 C 4.830 1.957 -0.438  -0.050
68 C 5.096 -0.782 -0.066  -0.004
69 Si 0.367 1.863 -0.092  0.883
70 H 2.845 3.166 1.670  0.083
71 H -4.839 -3.040 -1.620  0.138
72 H 1.361 3.916 2.265  0.061
73 C -0.526 3.636 -0.128  -0.564
74 H -4.720 1.607 0.794  0.120
75 H -2.351 3.249 -1.309  0.060
76 H 1.967 -6.580 -0.647  0.120
77 H -1.651 5.136 0.906  0.095
78 H -4.813 -6.072 1.739  0.098
79 C -2.971 0.603 1.053  -0.598
80 C 0.748 1.542 -2.053  -0.622
81 C -4.060 -3.096 -0.872  0.038
82 C -4.145 -4.065 0.124  -0.089
83 H -2.209 3.524 1.295  0.069
84 H -3.416 1.174 3.069  0.072
85 C 3.823 -0.214 -0.129  -0.256
86 H -1.251 -3.293 1.680  0.129
87 H 2.277 2.846 3.302  0.098
88 N -3.838 1.339 0.382  0.230

Results
Energy above the lowest of the compared OMol25 structures with the same formula, charge and spin: 4.885 eV
Gap between HOMO and LUMO (spin up / spin down): 5.577 / 5.569 eV
Total charge: +2
E: -62744.0244 eV


(2)
Formula: C32H46HgNO7P3S3
Source: the Open Molecules 2025 dataset
Level of theory: wB97M-V/def2-TZVPD

Each line ends with the Löwdin charge.
CARTESIAN COORDINATES (ANGSTROEM)
1 C -0.771 -4.567 -3.337  -0.080
2 H -3.466 -1.382 2.771  0.144
3 H 4.404 -5.183 1.213  0.078
4 C -2.757 -1.401 -3.518  -0.073
5 C -1.225 -5.306 -2.087  -0.446
6 H 3.400 -0.101 -5.637  0.103
7 P 0.596 -4.172 -0.295  -0.130
8 C 4.103 4.344 -2.114  -0.101
9 H 2.482 3.763 -7.243  0.098
10 H 4.914 2.387 1.381  0.025
11 H -1.053 3.912 -1.626  0.030
12 O 1.374 -5.604 -0.283  -0.340
13 H 0.307 -4.649 -3.465  0.055
14 O 0.237 1.640 4.356  -0.035
15 C -3.100 -1.943 -4.749  -0.091
16 C 2.177 2.872 -6.710  -0.093
17 H -4.106 -2.307 -4.917  0.098
18 C 3.067 2.592 -0.813  -0.381
19 H -0.110 -1.656 -6.325  0.111
20 C -0.798 -6.767 -2.114  -0.055
21 H -1.222 -7.253 -2.994  0.078
22 H 2.773 -6.873 0.380  0.134
23 H 4.199 -0.021 -1.644  0.027
24 H -2.087 1.099 3.652  0.119
25 H -0.941 2.770 1.221  0.041
26 C 4.199 3.291 -1.219  -0.108
27 H -1.977 2.428 -1.291  0.037
28 C -1.045 2.823 -1.699  -0.285
29 H -1.912 -2.243 2.836  0.099
30 C 1.437 0.644 -5.243  -0.374
31 C -2.493 -1.506 2.271  -0.188
32 O -0.827 -4.672 -0.861  -0.343
33 C 3.075 1.830 -6.535  -0.088
34 H -3.328 -3.730 0.163  0.117
35 H -1.167 -0.527 -2.340  0.069
36 C 0.893 2.777 -6.187  -0.079
37 H 4.606 -6.107 -1.097  0.075
38 C 3.576 -5.805 -1.300  -0.075
39 C 4.498 0.193 -0.617  -0.288
40 H 5.178 2.998 -0.857  0.090
41 H -1.461 -0.469 4.204  0.123
42 H 2.787 5.529 -3.321  0.096
43 H 3.308 -3.885 0.690  0.051
44 C 1.795 2.989 -1.302  -0.380
45 O 0.865 0.392 2.597  -0.166
46 C 1.721 4.048 -2.203  -0.098
47 P 0.319 2.054 -0.720  0.820
48 H -0.966 2.512 -2.741  0.013
49 H 0.189 3.587 -6.332  0.103
50 H 0.287 -6.841 -2.145  0.067
51 C -1.417 0.272 3.399  -0.123
52 H -1.022 -3.509 -3.267  0.046
53 C 4.116 1.712 1.696  -0.275
54 H 4.994 4.870 -2.436  0.095
55 H 3.562 -4.797 -1.706  0.025
56 H 4.643 -0.759 -0.102  0.030
57 H 0.780 2.695 1.583  0.017
58 H 4.073 1.892 -6.951  0.100
59 H -1.151 -7.279 -1.219  0.084
60 H 4.537 0.839 2.195  0.039
61 C 3.360 -4.916 1.041  -0.092
62 C 2.767 -5.848 -0.007  -0.464
63 C 0.052 3.013 0.837  -0.268
64 S 1.541 -2.942 -1.556  0.230
65 H 2.808 -4.987 1.976  0.055
66 H 5.437 0.750 -0.622  0.025
67 H 3.441 2.206 2.392  0.033
68 O -2.501 -1.603 -0.155  0.040
69 C 2.865 4.715 -2.609  -0.099
70 C -0.860 -1.582 -5.545  -0.093
71 H -3.483 -1.350 -2.718  0.100
72 H -2.423 -2.465 -6.717  0.099
73 O -1.811 -0.297 2.156  -0.214
74 C -0.534 -1.034 -4.313  -0.405
75 C 2.705 0.714 -5.800  -0.095
76 P 3.137 1.095 0.266  0.884
77 C -2.752 -2.101 0.910  -0.559
78 O -3.346 -3.301 1.028  0.096
79 Hg 0.207 -0.804 0.358  0.825
80 H -2.318 -5.257 -2.041  0.133
81 N 1.072 0.332 -2.675  -0.384
82 H 1.714 -0.018 -1.968  -0.105
83 C 0.046 0.830 3.441  -0.720
84 C -2.152 -2.032 -5.762  -0.093
85 H -1.275 -4.994 -4.207  0.084
86 C 0.522 1.664 -5.452  -0.080
87 S 0.145 -3.664 1.569  0.278
88 H 3.144 -6.486 -2.034  0.073
89 H 0.762 4.360 -2.597  0.083
90 S 1.178 -0.594 -3.938  0.938
91 C -1.466 -0.943 -3.297  -0.094
92 H 0.129 4.090 0.670  0.041
93 H -0.468 1.584 -5.020  0.107

Results
Energy above the lowest of the compared OMol25 structures with the same formula, charge and spin: 0.023 eV
Gap between HOMO and LUMO (spin up / spin down): 5.530 / 7.063 eV
<S²>: 0.753
Total charge: -1
2S+1: 2
E: -114303.5482 eV


(3)
Formula: C32H46InN8O13P2S4
Source: the Open Molecules 2025 dataset
Level of theory: wB97M-V/def2-TZVPD

Each line ends with the Löwdin charge.
CARTESIAN COORDINATES (ANGSTROEM)
1 H 8.812 -1.116 2.021  0.074
2 C 4.625 -0.895 -0.346  -0.230
3 H 1.440 1.349 3.167  0.110
4 H 2.169 -4.722 0.748  0.081
5 S -2.081 0.533 0.240  0.812
6 H 1.367 -3.940 5.241  0.069
7 C 0.549 3.024 4.195  -0.057
8 N -2.899 2.782 -1.007  -0.089
9 H 5.162 0.851 -1.460  0.109
10 H -0.078 0.278 -8.482  0.099
11 C 0.340 -4.780 -1.201  -0.083
12 O 3.208 -0.883 -2.452  -0.274
13 C -2.035 4.434 0.147  -0.022
14 H 2.515 -2.760 1.863  0.051
15 P -0.696 -3.241 0.663  0.557
16 C -0.669 -1.027 -4.895  -0.199
17 H 0.408 -5.844 -1.441  0.086
18 H 1.173 2.938 5.075  0.099
19 C -1.581 -1.967 5.619  -0.105
20 H -1.949 -5.506 1.417  0.074
21 O 1.310 1.264 -3.262  -0.282
22 H -1.355 -0.948 5.315  0.069
23 H -0.479 -4.342 -1.763  0.051
24 O -0.389 -0.859 3.185  -0.240
25 H 2.070 -1.110 2.248  0.075
26 C 8.737 -0.922 0.950  -0.061
27 O 2.070 3.757 -0.141  0.016
28 C -2.755 -4.787 1.279  -0.113
29 S -0.846 -1.772 -3.267  0.517
30 O -0.364 -1.944 0.050  -0.293
31 C -2.780 4.150 -0.937  -0.021
32 H -3.577 -2.113 1.119  0.080
33 H -0.806 -2.063 -8.118  0.098
34 In 0.106 0.213 -1.116  0.670
35 N -0.032 2.198 2.035  0.167
36 H 3.028 -3.549 4.778  0.085
37 O -2.083 -1.303 -2.683  -0.317
38 C 2.447 -2.035 2.680  -0.099
39 H -0.747 -4.876 4.120  0.070
40 H -1.076 -4.666 5.854  0.082
41 S 2.947 -1.021 -1.046  0.579
42 H 9.297 -1.700 0.427  0.078
43 C -1.279 -4.272 4.852  -0.125
44 H 1.268 -6.247 0.858  0.087
45 H -4.466 1.469 -1.403  0.092
46 C -0.661 -1.401 -7.274  -0.081
47 N 0.107 -4.640 0.245  -0.276
48 C -3.296 -2.662 0.211  -0.108
49 C -0.421 4.008 4.094  -0.072
50 O -0.465 -3.326 2.296  -0.286
51 O -0.853 -3.199 -3.520  -0.313
52 H 9.215 0.035 0.740  0.069
53 C 1.209 -5.169 1.032  -0.106
54 H 1.032 -4.999 2.091  0.041
55 C 0.701 2.141 3.137  -0.104
56 C -1.182 4.079 2.942  -0.005
57 S -0.022 1.483 -3.778  0.511
58 C 2.694 1.502 -0.555  -0.203
59 H 1.251 -4.266 -1.506  0.082
60 H -1.291 -2.101 6.667  0.079
61 C 1.665 2.647 -0.480  -0.641
62 C -0.257 -0.089 -7.479  -0.081
63 H -0.580 4.711 4.901  0.102
64 H -3.212 4.801 -1.675  0.124
65 C 5.506 0.089 -0.775  -0.057
66 N -0.853 -2.891 4.763  -0.302
67 H 3.449 -1.862 3.081  0.089
68 H -1.661 5.367 0.526  0.128
69 H -4.186 2.739 -2.631  0.096
70 H -2.663 -2.123 5.542  0.083
71 H -4.180 -3.164 -0.187  0.087
72 H 6.763 -2.696 1.567  0.108
73 H -1.160 -2.888 -5.795  0.106
74 O 0.461 2.363 -0.805  -0.107
75 C -3.713 2.037 -1.950  -0.016
76 H 3.095 1.596 -1.570  0.108
77 P -0.055 -2.250 3.444  0.486
78 H 3.471 1.719 0.180  0.117
79 N 2.119 0.172 -0.324  -0.216
80 H 4.410 -2.686 0.779  0.089
81 C 7.298 -0.910 0.506  -0.286
82 O -1.071 1.157 -2.779  -0.393
83 C -0.074 0.754 -6.397  -0.055
84 N -1.699 3.233 0.741  0.018
85 C 6.823 0.084 -0.345  -0.040
86 H 0.220 1.787 -6.528  0.110
87 H -2.355 -4.373 4.665  0.077
88 O 2.456 -2.288 -0.558  -0.335
89 C 2.017 -3.711 4.397  -0.114
90 H -3.108 -4.453 2.264  0.073
91 H -3.583 -5.279 0.764  0.083
92 C 6.414 -1.903 0.914  -0.047
93 C -0.936 3.147 1.936  -0.252
94 N 1.567 -2.490 3.757  -0.279
95 C -2.186 2.208 -0.017  -0.639
96 C -0.281 0.295 -5.103  -0.200
97 H 2.048 -4.572 3.716  0.069
98 H -3.090 1.337 -2.499  0.066
99 C 5.095 -1.900 0.486  -0.064
100 H -2.936 -1.957 -0.531  0.022
101 H -1.954 4.828 2.828  0.107
102 N -2.280 -3.675 0.473  -0.278
103 C -0.865 -1.865 -5.985  -0.057
104 H 7.500 0.857 -0.691  0.108
105 O 0.374 -1.327 -2.547  -0.354
106 O -0.244 2.767 -4.402  -0.297

Results
Energy above the lowest of the compared OMol25 structures with the same formula, charge and spin: 0.595 eV
Gap between HOMO and LUMO: 8.111 eV
Total charge: -1
E: -139570.9245 eV